# 1
69
Properties=species:S:1:pos:R:3:forces:R:3 method="wB97M-V/def2-TZVPD" energy_ha=-4283.8159 homo_lumo_gap_ha=0.19799 homo_ev=-10.60 total_charge=+1 lumo_ev=-5.214 max_force_ev_per_a=6.77 multiplicity=1
O 0.759119 -2.556979 4.587400 -2.4 -1.5 -0.9
P -0.730690 -3.409178 4.879344 2.4 -0.3 6.3
O -1.947579 -2.416711 5.631642 1.6 -1.8 -1.9
N -1.328889 -4.279842 3.443941 -0.3 -0.8 -1.2
Br -1.767141 -3.197488 1.980023 -0.8 0.4 -1.2
H 1.518862 -3.236647 4.540811 -1.8 1.2 0.2
H -2.332830 -3.010916 6.367846 0.8 1.1 -1.3
H -0.550070 -4.935150 3.136031 -1.0 0.8 0.5
H -2.145600 -4.888951 3.745928 0.9 0.8 -0.3
C 1.251476 -0.183366 0.520535 0.0 0.0 -0.1
C 1.807782 0.683543 -0.419551 0.0 -0.1 0.0
C 1.551497 0.498213 -1.777777 -0.1 -0.2 0.1
C 0.730014 -0.549240 -2.195537 0.0 0.0 0.1
C 0.170679 -1.413879 -1.255096 0.1 0.1 0.1
C 0.434522 -1.234101 0.102479 0.1 0.2 -0.2
H 1.454205 -0.040659 1.578731 0.0 0.0 -0.1
H 2.442317 1.503844 -0.093429 -0.1 -0.1 0.0
H 1.990541 1.169823 -2.510508 -0.1 -0.1 0.1
H 0.526211 -0.690883 -3.253609 0.1 0.0 0.2
H -0.470798 -2.229127 -1.580716 0.1 0.1 0.0
H 0.003061 -1.911211 0.834429 0.3 0.3 -0.2
C 4.156772 -2.666545 -3.826933 0.0 0.1 -0.2
C 4.161165 -3.147953 -5.135747 0.0 0.1 0.0
C 4.151223 -2.256021 -6.207740 0.0 0.1 0.2
C 4.146866 -0.881160 -5.970561 0.0 -0.2 0.1
C 4.146273 -0.399778 -4.661684 0.0 -0.2 0.0
C 4.146817 -1.291830 -3.589681 0.0 -0.1 -0.2
H 4.161073 -3.362007 -2.991734 0.0 0.1 -0.1
H 4.171512 -4.219240 -5.320470 0.0 0.2 0.0
H 4.147862 -2.631486 -7.227410 0.0 0.1 0.1
H 4.144068 -0.185887 -6.805845 0.0 -0.1 0.1
H 4.144524 0.671693 -4.477036 0.0 -0.1 0.0
H 4.140777 -0.916476 -2.570143 0.0 0.0 -0.1
C -3.266605 -2.096143 10.121979 -0.1 0.0 0.0
C -4.532259 -2.277660 10.678701 0.1 0.1 -0.1
C -5.672013 -2.093118 9.896578 0.2 0.0 -0.2
C -5.545631 -1.736321 8.553732 0.1 -0.1 0.1
C -4.279818 -1.558485 7.996076 0.0 -0.1 0.1
C -3.140277 -1.733963 8.780676 -0.2 -0.2 0.0
H -2.378654 -2.236725 10.732735 -0.1 0.0 -0.1
H -4.630477 -2.562399 11.723288 0.0 0.1 -0.2
H -6.658193 -2.228072 10.332411 0.2 0.0 -0.1
H -6.433615 -1.597243 7.942786 0.1 0.0 0.1
H -4.181478 -1.282023 6.949153 0.0 0.1 0.1
H -2.154451 -1.589947 8.347325 0.0 0.1 0.1
C -0.317530 5.509583 1.950771 0.0 -0.1 -0.2
C -0.546688 6.476165 0.972010 0.0 -0.1 0.0
C -0.482397 6.131820 -0.377844 0.0 -0.2 0.1
C -0.198381 4.817282 -0.749111 0.0 0.1 0.2
C 0.027064 3.849891 0.229775 0.0 0.1 0.0
C -0.028065 4.196331 1.579548 -0.1 0.2 -0.2
H -0.364356 5.779083 3.002635 0.0 0.0 -0.2
H -0.774777 7.498939 1.261482 0.0 -0.2 0.0
H -0.654376 6.886666 -1.140303 0.0 -0.1 0.1
H -0.153068 4.547666 -1.800950 0.0 0.0 0.1
H 0.246777 2.825161 -0.059715 -0.1 0.2 0.0
H 0.153066 3.443631 2.341795 0.0 0.1 -0.1
C 1.218984 1.035770 -6.557075 -0.1 0.1 0.0
C 0.987837 0.455849 -7.804084 -0.1 0.1 0.1
C -0.002271 0.970381 -8.640597 0.0 0.1 0.2
C -0.755274 2.072164 -8.233687 0.1 -0.1 0.1
C -0.521516 2.654394 -6.988194 0.1 -0.1 0.0
C 0.462316 2.134033 -6.147810 0.0 -0.1 -0.2
H 1.988396 0.632365 -5.903995 -0.2 0.1 -0.1
H 1.579310 -0.398399 -8.123939 -0.1 0.1 0.1
H -0.186687 0.514117 -9.609374 0.0 0.1 0.1
H -1.523588 2.476327 -8.887490 0.1 -0.1 0.1
H -1.107320 3.514021 -6.671931 0.1 -0.1 -0.1
H 0.640393 2.584452 -5.175288 0.0 0.0 -0.1

=====

# 2
82
Properties=species:S:1:pos:R:3:forces:R:3 method="wB97M-V/def2-TZVPD" energy_ha=-4724.6505 e_above_lowest_kcal_mol=0.8 homo_lumo_gap_ha="0.31080 / 0.24488" homo_ev="-14.47 / -14.85" total_charge=+2 lumo_ev="-6.012 / -8.188" max_force_ev_per_a=0.15 multiplicity=6
Fe 0.473813 0.355500 -0.313737 -0.1 -0.1 0.0
C 1.767271 4.891742 -0.807411 0.0 0.0 0.0
C 1.514462 3.550964 -0.118096 0.0 0.0 0.0
C 2.242600 3.477588 1.218707 0.0 0.0 0.0
C 0.002057 3.325626 -0.042546 0.0 0.0 0.0
C -0.762864 4.288841 0.860197 0.0 0.0 0.0
O -1.767772 3.442394 1.479407 0.0 0.0 0.0
C -1.449451 2.183001 1.269937 0.0 0.0 0.0
N -0.419328 1.989118 0.500657 0.0 0.0 0.0
C -2.344024 1.217587 1.947088 0.0 0.0 0.0
C -3.190736 1.752340 2.919771 0.0 0.0 0.0
C -4.123538 0.961174 3.571514 0.0 0.0 0.0
C -4.242167 -0.378165 3.246383 0.0 0.0 0.0
C -3.402511 -0.928057 2.288260 0.0 0.0 0.0
C -2.441767 -0.153480 1.645902 0.0 0.0 0.0
P -1.446015 -1.023956 0.415086 -0.1 0.0 0.0
C -0.802087 -2.529225 1.146794 0.0 0.0 0.0
C -0.316197 -3.534963 0.302402 0.0 0.0 0.0
C 0.268131 -4.666767 0.844748 0.0 0.0 0.0
C 0.384436 -4.801774 2.222496 0.0 0.0 0.0
C -0.091652 -3.804731 3.064636 0.0 0.0 0.0
C -0.680113 -2.668875 2.533808 0.0 0.0 0.0
C -2.442293 -1.362395 -1.031463 0.0 0.0 0.0
C -2.656642 -0.317668 -1.934393 0.0 0.0 0.0
C -3.408522 -0.536164 -3.075283 0.0 0.0 0.0
C -3.953533 -1.792704 -3.309377 0.0 0.0 0.0
C -3.762442 -2.824370 -2.400115 0.0 0.0 0.0
C -3.005451 -2.617603 -1.258347 0.0 0.0 0.0
H 2.833690 5.044778 -0.966449 0.0 0.0 0.0
H 1.410618 5.720625 -0.191037 0.0 0.0 0.0
H 1.269754 4.949499 -1.776304 0.0 0.0 0.0
H 1.918874 2.764565 -0.769735 0.0 0.0 0.0
H 1.919056 4.256647 1.910254 0.0 0.0 0.0
H 3.310758 3.625722 1.058948 0.0 0.0 0.0
H 2.111251 2.512745 1.705828 0.0 0.0 0.0
H -0.389976 3.379321 -1.059834 0.0 0.0 0.0
H -1.284838 5.076507 0.326909 0.0 0.0 0.0
H -0.162092 4.716690 1.660607 0.0 0.0 0.0
H -3.124479 2.801814 3.162670 0.0 0.0 0.0
H -4.765342 1.401009 4.322279 0.0 0.0 0.0
H -4.982633 -0.998884 3.732390 0.0 0.0 0.0
H -3.499347 -1.978053 2.039620 0.0 0.0 0.0
H -0.408099 -3.445686 -0.771535 0.0 0.0 0.0
H 0.626105 -5.448762 0.188630 0.0 0.0 0.0
H 0.838500 -5.689784 2.641530 0.0 0.0 0.0
H -0.016121 -3.917413 4.137772 0.0 0.0 0.0
H -1.063519 -1.911267 3.204185 0.0 0.0 0.0
H -2.248726 0.670021 -1.747531 0.0 0.0 0.0
H -3.564785 0.268513 -3.780957 0.0 0.0 0.0
H -4.535457 -1.966900 -4.204342 0.0 0.0 0.0
H -4.199801 -3.796289 -2.583155 0.0 0.0 0.0
H -2.852484 -3.429334 -0.559322 0.0 0.0 0.0
F 2.616960 -3.457065 -2.525906 0.0 0.0 0.0
C 2.391860 -2.417867 -3.316574 0.0 0.0 0.0
F 3.331643 -1.498103 -3.119108 0.0 0.0 0.0
F 2.371530 -2.786435 -4.574831 0.0 0.0 0.0
S 0.750649 -1.710405 -2.853375 0.0 0.0 0.0
O 0.990291 -1.257286 -1.454055 0.0 0.0 0.0
O -0.211736 -2.741608 -2.999847 0.0 0.0 0.0
N 0.572552 -0.523094 -3.842945 0.0 0.0 0.0
S 0.393178 0.987744 -3.539121 -0.1 0.0 0.0
O 0.296830 1.257626 -2.074978 0.1 0.0 0.0
O -0.598647 1.624259 -4.319299 0.0 0.0 0.0
C 2.020539 1.751519 -3.962978 0.0 0.0 0.0
F 2.363456 1.423160 -5.185051 0.0 0.0 0.0
F 2.934059 1.301752 -3.094366 0.0 0.0 0.0
F 1.913769 3.062611 -3.837318 0.0 0.0 0.0
C 3.805845 -1.625096 0.218572 0.0 0.0 0.0
C 3.335978 -0.192880 0.157354 0.0 0.0 0.0
O 2.056142 0.010727 0.857510 0.0 0.1 0.0
C 2.153246 -0.287980 2.287374 0.0 -0.1 0.0
C 0.999365 0.289037 3.062032 0.0 0.0 0.0
H 4.644840 -1.742215 -0.467788 0.0 0.0 0.0
H 3.013880 -2.307197 -0.091243 0.0 0.0 0.0
H 4.155674 -1.905037 1.210586 0.0 0.0 0.0
H 3.154088 0.122499 -0.869369 0.0 0.0 0.0
H 4.043958 0.502228 0.610807 0.0 0.0 0.0
H 3.102572 0.132235 2.622831 0.0 0.0 0.0
H 2.188029 -1.372864 2.384697 0.0 0.0 0.0
H 0.998554 1.376346 3.066229 0.0 0.0 0.0
H 1.085813 -0.050856 4.094806 0.0 0.0 0.0
H 0.040512 -0.066819 2.686909 0.0 0.0 0.0

=====

# 3
93
Properties=species:S:1:pos:R:3:forces:R:3 method="wB97M-V/def2-TZVPD" energy_ha=-3917.1206 homo_lumo_gap_ha=0.23608 homo_ev=-11.96 total_charge=+1 lumo_ev=-5.535 max_force_ev_per_a=9.20 multiplicity=1
C -1.742544 -1.267607 -2.833935 0.2 -0.8 0.1
C -1.890449 -0.895781 -1.244379 0.0 1.9 -1.1
I -2.798172 -2.559231 -0.135805 0.5 0.8 -0.4
C -0.500036 -0.329741 -0.555252 0.2 0.2 -0.5
C 0.555685 -1.495608 -0.110107 2.1 -2.6 -0.7
C 1.148421 -2.442397 -1.355082 2.0 -1.6 3.3
C 2.247589 -3.658868 -1.061664 -1.2 2.0 3.3
C 2.852197 -4.659135 -2.230714 -1.2 1.0 -5.3
O 2.666785 -4.313436 -3.516798 1.5 -2.4 8.8
O 3.571027 -5.914279 -1.828085 -3.2 2.7 -0.3
C 2.731883 -3.853672 0.493170 -3.2 3.2 -0.5
C 2.058522 -2.862755 1.629752 0.3 -0.9 -3.9
N 1.035561 -1.753253 1.304073 1.7 -2.2 -3.5
C 0.544794 -0.952585 2.485781 0.7 0.1 2.1
C -0.379051 -1.952192 3.404396 1.0 -1.6 -0.4
C 0.421722 -2.559465 4.734190 -0.2 -0.6 -0.6
I -2.302938 -1.024753 3.880633 0.9 -0.4 -0.2
H -2.744698 -0.986085 -3.415689 2.4 -0.7 1.3
H -1.538026 -2.431827 -2.927292 -0.6 2.4 0.0
H -0.806885 -0.732309 -3.310353 -2.1 -0.7 0.9
H -2.666077 0.009147 -1.179907 1.8 -2.1 0.1
H 0.040321 0.307183 -1.408136 -0.9 -1.4 1.8
H -0.801480 0.432513 0.275313 0.8 -1.8 -1.2
H 0.834482 -2.296710 -2.473476 0.5 0.0 2.5
H 2.898511 -6.542743 -1.397627 1.2 1.4 -0.8
H 3.533119 -4.663551 0.836787 -2.0 2.0 -0.9
H 2.414807 -3.026173 2.744717 -1.1 0.8 -2.5
H 0.064814 0.082217 2.237513 0.9 -2.3 0.1
H 1.511966 -0.710055 3.142960 -2.1 -0.4 -1.6
H -0.622139 -2.915563 2.742812 0.2 2.3 1.4
H -0.346703 -2.967171 5.540315 1.7 1.1 -1.7
H 1.202771 -1.814520 5.184028 -1.7 -1.3 -0.7
H 1.012735 -3.513705 4.345496 -1.2 2.0 0.9
C 3.990044 2.971128 3.799517 0.9 1.1 0.0
C 4.068080 1.486061 3.698580 0.8 -0.4 0.5
O 2.758648 1.065517 4.007467 -0.4 0.4 -0.5
C 1.953658 2.089178 3.606492 -2.8 0.8 -0.3
O 0.747233 1.992102 3.454899 2.6 0.1 0.3
O 2.664508 3.237234 3.387091 -1.1 -1.3 0.0
F 4.908022 0.982809 4.630727 0.1 -0.3 -0.1
H 4.131450 3.334191 4.823029 0.1 -0.3 -0.1
H 4.711348 3.470813 3.147268 -0.3 0.0 0.0
H 4.348567 1.117767 2.706005 0.1 -0.1 0.1
C 8.949087 -0.592379 6.100527 1.0 -0.7 -0.3
C 7.493825 -0.730404 6.391838 -0.4 -0.4 0.7
O 7.094765 0.584187 6.707249 0.5 0.2 -0.8
C 7.936982 1.389458 6.000935 -0.1 3.2 -0.6
O 7.738640 2.575480 5.796283 0.4 -2.9 0.5
O 9.028480 0.703892 5.542561 -0.9 0.7 0.2
F 7.291201 -1.509185 7.478165 -0.2 -0.2 0.0
H 9.567926 -0.637550 7.002960 -0.3 -0.1 0.0
H 9.304962 -1.346189 5.393054 0.0 0.3 0.0
H 6.900900 -1.103156 5.549808 -0.1 -0.1 0.2
C -4.427619 -0.340559 -6.912460 -0.2 -1.3 -0.4
C -4.866246 1.024717 -7.319064 -0.7 0.3 -0.2
O -4.308911 1.858517 -6.328591 0.8 -0.5 -0.1
C -3.181789 1.213798 -5.915547 2.5 1.2 1.8
O -2.289213 1.740077 -5.271957 -2.2 -1.4 -1.4
O -3.169498 -0.093838 -6.317306 0.2 1.0 0.3
F -6.212335 1.135955 -7.261320 -0.2 0.1 -0.1
H -5.094980 -0.797579 -6.174116 -0.1 0.2 -0.1
H -4.331777 -1.017860 -7.765379 0.2 0.1 0.2
H -4.508263 1.335735 -8.306300 -0.2 0.0 0.1
C -7.609955 3.877069 -7.975378 0.8 -0.9 0.3
C -8.042311 5.200231 -7.442452 0.4 0.8 0.1
O -8.988082 5.643613 -8.388926 -0.3 -0.8 0.1
C -9.534675 4.506433 -8.903446 -2.9 -0.3 -2.0
O -10.572057 4.474949 -9.544316 2.7 0.0 1.6
O -8.782240 3.403047 -8.607045 -0.6 0.7 -0.2
F -7.011457 6.074766 -7.428633 0.1 0.2 0.2
H -6.807171 3.960314 -8.715646 -0.1 0.3 0.1
H -7.287925 3.194982 -7.183895 -0.2 0.1 -0.2
H -8.506461 5.155052 -6.451472 0.1 0.2 0.0
C 3.613973 -1.355210 -4.913384 -0.1 -1.3 -0.6
C 4.799965 -0.556855 -4.491779 0.8 0.2 -0.6
O 4.261677 0.719010 -4.228532 -0.9 -0.4 0.6
C 2.977271 0.487938 -3.836642 -1.8 2.1 1.2
O 2.277399 1.308572 -3.266899 1.5 -2.0 -1.2
O 2.570744 -0.779368 -4.153102 0.0 1.0 0.6
F 5.689339 -0.443347 -5.503604 0.2 0.0 0.1
H 3.388084 -1.247532 -5.979577 0.2 0.1 0.1
H 3.725421 -2.418403 -4.684052 -0.2 0.2 0.1
H 5.301331 -0.937061 -3.595345 0.1 0.1 -0.1
C -3.725019 1.482047 8.037816 0.7 1.1 -0.1
C -3.646983 -0.003019 7.936879 0.3 -0.5 0.5
O -4.956416 -0.423564 8.245767 -0.1 0.6 -0.6
C -5.761405 0.600098 7.844792 -3.6 0.1 -0.3
O -6.967831 0.503020 7.693198 3.1 0.3 0.4
O -5.050555 1.748153 7.625391 -0.6 -0.8 0.0
F -2.807041 -0.506271 8.869026 0.3 -0.3 0.0
H -3.583614 1.845111 9.061328 0.1 -0.3 0.0
H -3.003715 1.981732 7.385569 -0.3 0.0 0.0
H -3.366497 -0.371314 6.944304 0.1 -0.1 0.2